Entry 1:
DFT (the ωB97M-V functional and the def2-TZVPD basis) results for a cluster of 2 separate species, C5H7N3 in total in a non-equilibrium geometry.

Atoms and positions in Å:
N1 -1.0983 0.9654 0.3138
N2 -1.2263 -1.1088 -0.4613
N3 -0.4436 -0.0892 -0.1678
C1 -2.4261 -0.7782 -0.1261
C2 2.1039 -0.7170 -0.0912
C3 0.8576 0.0573 -0.5202
C4 1.7243 0.6239 0.5378
C5 -2.3952 0.5766 0.3412
H1 0.8207 1.1068 -1.9127
H2 2.4516 1.3895 0.3605
H3 -3.2153 1.2249 0.6924
H4 -3.2898 -1.4967 -0.2126
H5 2.8484 -0.8713 -0.8705
H6 1.4399 0.7847 1.5945
H7 1.8484 -1.6678 0.5221

Calculated values
- energy (a.u.) = -358.808142
- gap between HOMO and LUMO (eV) = 9.30
- LUMO (hartree) = 0.0058
- energy above the lowest of the compared OMol25 structures with the same formula, charge and spin (kJ/mol) = 551.97
- E_HOMO (eV) = -9.1384

Just the natural (NBO) charges please, in e? Sure, here they are: N -0.2252; N -0.2253; N -0.0820; C -0.0836; C -0.4303; C 0.1034; C -0.4472; C -0.0929; H 0.0922; H 0.2282; H 0.2247; H 0.2236; H 0.2437; H 0.2395; H 0.2312


Entry 2:
DFT (the ωB97M-V functional and the def2-TZVPD basis) results for a structure of composition C18H17IN2O2SZn in a non-equilibrium geometry.

Atoms and positions in Å:
I1 0.3526 6.0881 -0.1899
Zn1 -0.2431 2.6414 0.5903
S1 -2.0783 0.4261 -0.5171
O1 -2.8583 1.3190 0.3185
O2 -2.6483 0.0881 -1.8110
N1 -0.5978 0.9543 -0.5348
N2 1.7323 2.2467 -0.4753
C1 -2.0353 -1.1223 0.3811
C2 -1.2123 -2.4155 2.2237
C3 2.6942 -0.6567 -2.5944
C4 -2.7526 -3.3933 0.6729
C5 2.8211 0.5464 -1.8709
C6 0.3620 -0.8129 -1.9946
C7 -0.0003 2.4891 2.5600
C8 -1.2434 -1.2269 1.5148
C9 -0.9631 4.3373 -0.4064
C10 -1.9217 -4.8132 2.5806
C11 1.6816 1.0797 -1.1994
C12 1.4778 -1.3165 -2.6486
C13 2.9139 2.8946 -0.4025
C14 -1.9633 -3.5159 1.8171
C15 4.0415 1.2692 -1.7697
C16 0.4423 0.3837 -1.2635
C17 -2.7866 -2.2096 -0.0424
C18 4.0659 2.4550 -1.0170
H1 3.5688 -1.0535 -3.1016
H2 -0.3266 1.6239 3.1505
H3 -0.6545 -0.3668 1.8157
H4 2.9157 3.8134 0.1753
H5 -3.3375 -4.2481 0.3470
H6 4.9258 0.8963 -2.2766
H7 -3.3797 -2.1004 -0.9418
H8 -1.9180 4.7518 -0.0773
H9 -2.8888 -5.0377 3.0378
H10 0.4927 3.2005 3.2278
H11 -1.6706 -5.6460 1.9200
H12 -0.5916 -1.3188 -2.0563
H13 -0.5890 -2.5028 3.1074
H14 4.9776 3.0353 -0.9201
H15 1.3895 -2.2418 -3.2117
H16 -1.0198 4.2321 -1.4917
H17 -1.1749 -4.7730 3.3740

Calculated values
- energy (a.u.) = -3431.260155
- gap between HOMO and LUMO (spin up / spin down) (eV) = 5.44 / 2.91
- LUMO (spin up / spin down) (hartree) = 0.1611 / 0.1611
- E_HOMO (spin up / spin down) (eV) = -1.0550 / 1.4759
- net charge = -2

Just the natural (NBO) charges please, in e? Sure, here they are: I -0.1476; Zn 1.5619; S 2.3404; O -0.9806; O -0.9989; N -1.0943; N -0.6760; C -0.3324; C -0.2314; C -0.2936; C -0.2369; C -0.0704; C -0.3094; C -1.0408; C -0.1199; C -1.0736; C -0.6202; C 0.2045; C -0.2421; C -0.0174; C -0.0404; C -0.3466; C 0.1021; C -0.1831; C -0.3152; H 0.1742; H 0.1148; H 0.2445; H 0.1813; H 0.1889; H 0.1715; H 0.2340; H 0.1726; H 0.2028; H 0.1263; H 0.2057; H 0.2059; H 0.1958; H 0.1809; H 0.1776; H 0.1785; H 0.2063


Entry 3:
DFT (the ωB97M-V functional and the def2-TZVPD basis) results for a structure of composition C39H60N2O5SbSeTi in a non-equilibrium geometry.

Atoms and positions in Å:
Sb1 0.8218 -0.1127 -3.8633
Se1 1.3965 -0.0753 1.6177
Ti1 1.3316 -0.0043 -1.0857
O1 2.8376 1.2408 -1.9476
O2 7.1527 -0.3530 -0.7247
O3 0.3680 -1.3777 -0.7983
O4 0.4224 1.3671 -0.6551
O5 3.3057 -2.4776 0.3464
N1 5.2433 -1.4747 -0.2990
N2 3.1660 -0.7494 -1.1143
C1 -2.3717 2.1454 -1.9225
C2 -3.8297 -3.1475 3.6011
C3 1.8875 1.3529 -5.0083
C4 -2.3867 3.1536 3.9444
C5 1.7379 -1.8560 -4.7254
C6 -2.1676 4.6665 4.1043
C7 -2.7558 -4.5499 -1.1254
C8 -0.5561 -1.9361 2.6708
C9 5.4705 -0.2406 -3.8025
C10 -1.7937 3.3070 -1.0899
C11 -1.9203 2.4564 5.2245
C12 -1.5707 -2.8769 2.5723
C13 -1.9590 3.1572 1.4553
C14 -1.3346 2.7770 0.2752
C15 -0.2882 1.8465 0.3938
C16 0.0594 -1.4761 1.5231
C17 -1.6193 2.6680 2.7185
C18 -2.9006 4.3491 -0.9296
C19 -3.8858 2.8722 3.7620
C20 -0.6299 3.9839 -1.8391
C21 -0.2888 -1.9292 0.2529
C22 4.7959 1.9107 0.8137
C23 -2.0826 -4.9157 3.9204
C24 0.0606 1.3471 1.6474
C25 -0.5864 1.7466 2.8004
C26 -0.9448 -0.1242 -5.0845
C27 -2.3260 -3.4048 3.7864
C28 3.8711 -1.6318 -0.3008
C29 -1.8942 -3.3433 1.2971
C30 5.3435 2.0130 -0.6081
C31 3.6840 0.4139 -1.5204
C32 -1.8759 -2.7211 5.0797
C33 -1.2847 -2.9105 0.1275
C34 -0.4516 -4.1059 -1.9188
C35 5.1473 0.7278 -1.4474
C36 5.9547 -0.3973 -0.8104
C37 -2.2512 -2.3419 -2.1231
C38 5.6698 0.9620 -2.8824
C39 -1.6806 -3.4686 -1.2437
H1 -1.4613 0.8294 -4.9964
H2 -2.6705 2.5090 -2.9085
H3 -4.4271 3.1837 4.6567
H4 -3.2514 1.7253 -1.4314
H5 -4.0652 1.8064 3.6069
H6 -1.6499 1.3429 -2.0562
H7 -2.7014 5.0271 4.9851
H8 -0.7356 -4.5260 -2.8861
H9 -1.0191 -5.1268 4.0445
H10 -4.2311 -3.6886 2.7436
H11 -2.4106 -5.3888 -0.5190
H12 -3.1449 -1.9122 -1.6665
H13 3.7164 1.7387 0.8131
H14 -1.5292 -1.5391 -2.2672
H15 -2.5015 2.8252 6.0697
H16 -2.0315 -1.6409 5.0312
H17 0.3458 -3.3829 -2.0765
H18 -2.4602 -3.1056 5.9157
H19 -2.6140 -5.2989 4.7931
H20 -3.7873 3.9234 -0.4566
H21 -2.5341 5.2183 3.2378
H22 -1.1066 4.8907 4.2284
H23 -3.6771 -4.1541 -0.6943
H24 -0.9976 4.4169 -2.7716
H25 -0.6235 -0.2733 -6.1136
H26 1.4609 2.3394 -4.8340
H27 -2.7641 3.8760 1.3912
H28 5.7784 -2.1691 0.2050
H29 -0.0552 -4.9112 -1.2984
H30 5.1561 1.8363 -3.2857
H31 4.4117 -0.4956 -3.9025
H32 6.4124 2.2220 -0.5776
H33 -2.6704 -4.0910 1.2173
H34 1.8820 -1.6791 -5.7895
H35 -0.2818 1.3192 3.7457
H36 0.1685 3.2871 -2.0800
H37 -4.3699 -3.4810 4.4885
H38 5.2772 1.1073 1.3751
H39 -2.5260 -2.7431 -3.1012
H40 -0.2068 4.7883 -1.2346
H41 -0.8236 -2.9213 5.2898
H42 5.8550 -0.0184 -4.7967
H43 -2.4391 -5.4583 3.0438
H44 6.0022 -1.1173 -3.4283
H45 4.8498 2.8305 -1.1342
H46 4.9751 2.8426 1.3473
H47 2.6963 -2.0574 -4.2507
H48 6.7308 1.1972 -2.8061
H49 -0.8681 2.6623 5.4297
H50 2.9349 1.3657 -4.7154
H51 -2.5597 5.2025 -0.3406
H52 -4.0277 -2.0832 3.4578
H53 1.0858 -2.7161 -4.5822
H54 -0.2353 -1.5416 3.6247
H55 -2.9908 -4.9319 -2.1193
H56 -3.1926 4.7170 -1.9137
H57 -2.0681 1.3758 5.1631
H58 -4.3034 3.4166 2.9143
H59 -1.6154 -0.9274 -4.7878
H60 1.7979 1.0951 -6.0618

Calculated values
- energy (a.u.) = -5498.942935
- gap between HOMO and LUMO (eV) = 7.77
- LUMO (hartree) = -0.1209
- energy above the lowest of the compared OMol25 structures with the same formula, charge and spin (kJ/mol) = 49.54
- E_HOMO (eV) = -11.0601
- net charge = +1

Löwdin population analysis, charges in e, atoms 1 to 99: Sb 1.4078; Se 1.2638; Ti 0.7736; O -0.0730; O 0.1447; O -0.2519; O -0.2419; O 0.1127; N 0.2341; N 0.0561; C -0.0265; C -0.0378; C -0.2674; C -0.5548; C -0.2704; C -0.0363; C -0.0589; C -0.0325; C -0.0554; C -0.5220; C -0.0594; C -0.1443; C 0.0431; C -0.0682; C -0.2755; C -0.3488; C -0.1472; C -0.0619; C -0.0379; C -0.0257; C -0.2708; C -0.0529; C -0.0355; C -0.3448; C -0.0333; C -0.2668; C -0.5545; C -0.5096; C 0.0457; C -0.1446; C -0.4495; C -0.0587; C -0.0674; C -0.0245; C -0.2958; C -0.4017; C -0.0313; C -0.1493; C -0.5216; H 0.0084; H 0.0901; H 0.0899; H 0.0965; H 0.0897; H 0.0513; H 0.0902; H 0.0903; H 0.0937; H 0.0793; H 0.0935; H 0.0983; H 0.0494; H 0.0413; H 0.0909; H 0.0799; H 0.0640; H 0.0908; H 0.0903; H 0.0898; H 0.0806; H 0.0930; H 0.0913; H 0.0896; H 0.0197; H 0.0160; H 0.0994; H 0.1777; H 0.0991; H 0.1230; H 0.0499; H 0.1318; H 0.1005; H 0.0200; H 0.1054; H 0.0662; H 0.0898; H 0.0896; H 0.0895; H 0.0975; H 0.0898; H 0.0889; H 0.0808; H 0.0895; H 0.1274; H 0.0886; H -0.0030; H 0.1309; H 0.0892; H -0.0079


Entry 4:
DFT (the ωB97M-V functional and the def2-TZVPD basis) results for a structure of composition C51H59N8OPtS6 in a non-equilibrium geometry.

Atoms and positions in Å:
Pt1 -0.4351 -1.3588 -0.1550
S1 -0.8759 2.7790 -1.6801
S2 0.1228 -2.9950 1.4757
S3 0.2790 -3.2607 -2.8555
S4 0.0011 1.6259 0.7974
S5 -0.3400 0.2096 -2.8822
S6 2.8279 -0.8135 1.6777
O1 -0.5799 -3.1728 -1.5804
N1 3.7600 -0.3046 4.0766
N2 0.4454 -0.5840 -1.8730
N3 0.0536 0.1470 0.9529
N4 -1.3469 -4.9507 0.3673
N5 3.0183 -2.4671 3.7493
N6 -0.2703 1.8148 -2.7191
N7 -1.7514 -4.5679 2.5920
N8 -1.0970 2.2706 -0.2374
C1 4.9615 -0.4537 8.1025
C2 -1.5859 4.0316 3.6237
C3 3.2287 -1.2360 3.2627
C4 -0.2998 5.3534 -1.1251
C5 1.5968 0.0314 -6.9514
C6 1.8632 3.6470 0.9260
C7 -4.9215 4.1926 -3.0723
C8 -4.7145 3.9949 -1.7133
C9 0.3852 0.1249 -4.4899
C10 -2.4792 3.3242 -2.1797
C11 -1.6230 -3.9200 3.9067
C12 -0.5465 2.3199 2.3269
C13 1.8810 5.4621 -2.8574
C14 -3.6615 -1.6174 -4.2388
C15 3.0267 4.2705 0.5021
C16 4.1744 -0.4040 5.4361
C17 -2.1957 -6.1415 0.2645
C18 -1.3598 3.2780 4.7696
C19 -1.1229 -4.2636 1.4691
C20 -0.0856 -4.9105 -3.4340
C21 5.2322 -1.5299 7.2738
C22 3.9294 0.6914 6.2583
C23 -3.0180 0.2105 -2.2390
C24 -2.6651 3.5157 -3.5444
C25 3.8468 3.6520 -0.4322
C26 2.2699 -0.4469 -5.8357
C27 2.3572 1.7670 -0.5347
C28 1.1956 4.2645 -2.7061
C29 1.6622 -0.4044 -4.5893
C30 4.8408 -1.5145 5.9410
C31 -1.4960 -7.3828 0.8109
C32 -2.3386 -1.6406 0.5452
C33 1.9405 -3.5537 -2.2657
C34 -0.7292 2.0436 4.6894
C35 -0.3153 1.5518 3.4607
C36 0.3978 6.5349 -1.2848
C37 1.4847 6.5887 -2.1529
C38 -3.9024 3.9499 -3.9869
C39 -4.3320 -0.1950 -2.4153
C40 4.3152 0.6625 7.5877
C41 -3.4826 3.5567 -1.2508
C42 1.5420 2.4057 0.3902
C43 -4.6533 -1.1048 -3.4130
C44 -0.3003 0.6179 -5.5941
C45 -2.0402 -0.2850 -3.0896
C46 0.3172 0.5644 -6.8315
C47 -0.9010 -4.8204 4.8967
C48 0.1190 4.2304 -1.8342
C49 -2.3461 -1.2104 -4.0835
C50 3.5188 2.4017 -0.9403
C51 -1.1766 3.5571 2.3887
H1 -5.1024 0.1965 -1.7640
H2 3.2896 5.2395 0.9044
H3 1.2307 4.1190 1.6647
H4 2.0164 7.5211 -2.2873
H5 2.5963 -3.1496 3.1484
H6 -1.1274 -4.9326 -3.7486
H7 -0.9502 -4.5492 -0.4802
H8 2.5826 -3.7479 -3.1252
H9 0.0863 7.4195 -0.7463
H10 -2.6318 -3.7003 4.2562
H11 5.2686 -0.4743 9.1388
H12 -5.6804 -1.4163 -3.5476
H13 -2.0851 4.9885 3.6924
H14 -2.4257 -6.2704 -0.7910
H15 0.1663 0.5867 3.3649
H16 -2.7470 -2.4894 -0.0029
H17 -2.1348 -8.2568 0.6961
H18 4.1726 1.9176 -1.6535
H19 -1.2538 -7.2763 1.8689
H20 -1.0907 -2.9842 3.7656
H21 -1.1676 5.3107 -0.4781
H22 -1.6849 3.6537 5.7305
H23 5.7704 -2.3857 7.6587
H24 3.2013 -2.6948 4.7123
H25 -5.8838 4.5423 -3.4212
H26 2.2646 -2.6532 -1.7461
H27 3.8027 0.6161 3.6696
H28 0.0876 -5.6302 -2.6349
H29 1.9351 -4.4056 -1.5875
H30 1.4740 3.3777 -3.2570
H31 2.0732 -0.0053 -7.9218
H32 2.1661 -0.7537 -3.6970
H33 -0.9001 -4.3617 5.8841
H34 -3.3062 3.3845 -0.1973
H35 -3.1429 -5.9703 0.7833
H36 0.1309 -4.9904 4.5873
H37 -0.1970 0.9409 -7.7051
H38 3.4337 1.5647 5.8496
H39 -4.0722 4.1040 -5.0437
H40 -1.8509 3.3299 -4.2339
H41 0.5600 -5.1197 -4.2867
H42 -3.9138 -2.3296 -5.0129
H43 -0.5670 1.4573 5.5836
H44 -1.2958 1.0309 -5.4905
H45 3.2679 -0.8515 -5.9358
H46 2.7188 5.5133 -3.5396
H47 -0.5666 -7.5626 0.2717
H48 -2.8915 -0.7276 0.3438
H49 2.0870 0.7910 -0.9131
H50 -1.3482 4.1290 1.4881
H51 4.1148 1.5150 8.2226
H52 -5.5138 4.1821 -1.0092
H53 5.1187 -2.3360 5.2939
H54 -1.5702 -1.6030 -4.7269
H55 -1.3976 -5.7881 4.9773
H56 -2.3909 -5.3508 2.5636
H57 4.7486 4.1490 -0.7648
H58 -2.7623 0.8854 -1.4361
H59 -2.3180 -1.8328 1.6128

Calculated values
- energy (a.u.) = -4999.455445
- gap between HOMO and LUMO (eV) = 5.25
- LUMO (hartree) = -0.3019
- energy above the lowest of the compared OMol25 structures with the same formula, charge and spin (kJ/mol) = 285.13
- E_HOMO (eV) = -13.4623
- net charge = +3

Löwdin population analysis, charges in e, atoms 1 to 99: Pt 1.0454; S 0.8953; S 0.7007; S 0.8953; S 0.8262; S 0.8018; S 0.6019; O -0.6893; N 0.0488; N -0.4238; N -0.4783; N 0.0239; N 0.1165; N -0.3433; N 0.0523; N -0.3519; C -0.0672; C -0.0411; C -0.8757; C -0.0585; C -0.0315; C -0.0476; C -0.0275; C -0.0356; C -0.3401; C -0.3391; C -0.2315; C -0.3187; C -0.0375; C -0.0340; C -0.0401; C -0.2377; C -0.1983; C -0.0357; C -0.6712; C -0.2087; C -0.0609; C -0.0294; C -0.0972; C -0.0484; C -0.0403; C -0.0403; C -0.1158; C -0.0514; C -0.0683; C -0.0432; C -0.0569; C -0.1744; C -0.2142; C -0.0411; C -0.0481; C -0.0345; C -0.0288; C -0.0309; C -0.0373; C -0.0645; C -0.0636; C -0.3302; C -0.0314; C -0.0657; C -0.3127; C -0.0336; C -0.0612; C -0.3125; C -0.0756; C -0.0457; C -0.0774; H 0.1238; H 0.1235; H 0.1132; H 0.1245; H 0.0634; H 0.0678; H 0.0698; H 0.0779; H 0.1238; H 0.1284; H 0.1139; H 0.1234; H 0.1208; H 0.1241; H 0.1021; H 0.0348; H 0.0918; H 0.1210; H 0.0721; H 0.0751; H 0.1112; H 0.1222; H 0.1149; H 0.0905; H 0.1243; H 0.0459; H 0.1204; H 0.0659; H 0.0736; H 0.1118; H 0.1239; H 0.0999